# 1
Entry from OMol25: 7 unconnected molecules or ions with the total composition C9H32O7 at a distorted geometry (ωB97M-V/def2-TZVPD).

HOMO energy: -10.123 eV
energy above the lowest of the compared OMol25 structures with the same formula, charge and spin: 72.4 kJ/mol
largest force on an atom: 1.893 eV/Å
HOMO-LUMO gap: 0.387 Eh
DFT total energy: -888.76252 a.u.

Last column: natural (NBO) charge in e.
Atoms and positions in Å:
O 1.54063 3.55406 -2.15517  -0.9529
O -2.59757 -0.87250 2.38214  -0.7611
O -0.02269 -0.58729 -4.88318  -0.7237
O 3.49793 -0.99290 2.64849  -0.7247
O -0.29442 1.89866 -0.60406  -0.9976
O -2.99902 3.12924 -1.85988  -0.9600
O -2.64747 0.10331 -0.34615  -0.9857
C -0.85583 0.65309 3.06791  -0.6312
C -1.48967 -1.37176 4.44692  -0.6393
C 2.45446 0.45628 1.02824  -0.6440
C -0.43315 -0.40880 -3.53279  0.0890
C -1.31647 -0.79618 3.07355  0.0970
C 2.56705 -0.96018 1.54542  0.0974
C 0.75995 -0.52784 -2.60264  -0.6332
C 2.95591 -2.02228 0.52456  -0.6413
C -1.59771 -1.32484 -3.20297  -0.6418
H 3.91055 -1.67325 0.09554  0.1907
H -1.91926 -1.33730 -2.15825  0.2340
H 2.13304 1.10165 1.84371  0.2249
H -2.03868 -0.70703 5.11889  0.2128
H -0.89667 1.00674 2.03976  0.2371
H -2.46058 -1.09087 -3.81858  0.2203
H 1.16808 4.33834 -2.57434  0.4808
H 4.36473 -0.73792 2.30495  0.4548
H 0.51774 2.37778 -0.83644  0.4978
H -1.99779 -2.33785 4.50217  0.2144
H 1.20346 -1.53206 -2.57805  0.1907
H -2.76836 -0.00471 0.61377  0.4931
H -1.25752 -2.36909 -3.26526  0.1906
H 1.57630 0.11484 -2.93378  0.2075
H -0.83231 0.60654 -3.47116  0.1778
H -1.69082 0.18116 -0.45692  0.4803
H -0.66395 -1.39850 2.43115  0.1621
H 1.86059 3.01153 -2.88667  0.4801
H 1.64792 -1.26719 2.05430  0.1686
H 3.27119 -2.88079 1.11822  0.2269
H -1.47904 1.23877 3.74441  0.2114
H 0.37778 -1.45502 -4.99366  0.4592
H -0.55187 -1.58124 4.97836  0.2169
H 2.29787 -2.18527 -0.32142  0.2198
H -2.73117 -1.73790 1.98982  0.4764
H 0.14678 0.68277 3.49660  0.2161
H 1.63084 0.52740 0.30813  0.2225
H 0.47828 -0.31940 -1.57123  0.2234
H -3.52363 3.88910 -2.13364  0.4727
H -3.64269 2.45379 -1.60777  0.4900
H -1.00116 2.37236 -1.05870  0.4970
H 3.34843 0.78255 0.49567  0.2023

Cartesian forces (eV/Å) of the 6 atoms listed first:
0.1 0.0 -0.2
-0.2 0.8 0.1
-0.1 0.3 -0.3
0.2 -0.1 -0.4
0.2 0.0 0.1
-0.1 0.0 0.0

---

# 2
Entry from OMol25: a molecular structure, C9H34AsF6O8 at a distorted geometry (ωB97M-V/def2-TZVPD).

HOMO energy: -7.875 eV
energy above the lowest of the compared OMol25 structures with the same formula, charge and spin: 0.0 kJ/mol
largest force on an atom: 2.503 eV/Å
HOMO-LUMO gap: 0.384 Eh
DFT total energy: -3800.42999 a.u.
total charge: -1

Last column: natural (NBO) charge in e.
Atoms and positions in Å:
As 0.68241 -0.20932 -0.19408  2.8414
F 0.85992 0.31455 1.45400  -0.6313
F 2.41791 -0.30307 -0.36126  -0.6280
F 0.74137 -1.92390 0.10217  -0.6433
F 0.77106 1.49903 -0.58737  -0.6463
F -1.04728 -0.21718 -0.14973  -0.6290
F 0.59285 -0.54981 -1.91472  -0.6484
O 3.35840 -4.85998 -3.66021  -0.7300
O -5.18954 3.52908 -0.95250  -0.7322
O -2.69332 -2.73234 -0.22347  -0.9439
O 2.91842 1.15384 3.79251  -0.7298
O 1.23268 -3.88683 2.06562  -0.9576
O 0.86793 1.85243 -3.53666  -0.9622
O -2.91517 -1.13970 2.88689  -0.9376
O -1.57767 2.02088 1.81667  -0.9499
C 1.64541 1.70720 4.11327  0.0894
C 1.89735 -2.89812 -3.45689  -0.6400
C 1.61958 2.09112 5.57389  -0.6179
C -4.57499 2.32856 -1.49572  0.0900
C 4.40451 -2.67539 -3.60708  -0.6250
C 1.37643 2.91247 3.20646  -0.6501
C -3.07637 2.56011 -1.64220  -0.6420
C 3.18413 -3.48234 -4.01079  0.0956
C -4.85371 1.19157 -0.53145  -0.6367
H -5.05388 2.19880 -2.46485  0.1736
H -2.39128 -2.86235 0.67801  0.4591
H 1.13639 -3.31037 1.29489  0.4911
H 1.75082 1.22404 6.22203  0.2114
H -2.58237 1.58371 -1.74687  0.2266
H -1.59840 1.93853 0.85857  0.4686
H 0.40622 3.39998 3.34249  0.2082
H 1.00801 -3.25990 -3.97636  0.2075
H 2.07386 3.74082 3.35893  0.2055
H 2.73565 -5.04720 -2.95144  0.4649
H 0.84469 0.98846 3.90820  0.1712
H 1.87248 -1.81675 -3.57051  0.2366
H 0.67786 2.59447 5.79394  0.2067
H -2.64885 2.82660 -0.66932  0.1941
H 5.28295 -3.02600 -4.15678  0.2022
H 4.27918 -1.61125 -3.79885  0.2149
H 2.42600 2.79269 5.80370  0.2010
H 2.79797 0.70898 2.94510  0.4810
H -1.94686 -2.31083 -0.66294  0.4841
H -2.82805 -0.63858 2.06833  0.4840
H 0.56180 0.94261 -3.47386  0.4788
H -4.58687 3.82243 -0.26160  0.4584
H 3.12566 -3.46625 -5.10563  0.1530
H 1.83099 -3.12004 -2.38773  0.2090
H 2.08766 -4.30861 1.95033  0.4599
H -2.64973 -2.03420 2.66350  0.4549
H -4.50768 0.22490 -0.92045  0.2179
H -4.24073 1.29776 0.36818  0.2086
H 4.65692 -2.83169 -2.55516  0.2094
H 1.45431 2.54871 2.17876  0.2214
H -5.91719 1.10811 -0.32530  0.2162
H 0.74022 2.18383 -2.64174  0.4813
H -2.80527 3.21530 -2.46198  0.2229
H -0.63478 2.02045 2.00906  0.4809

Cartesian forces (eV/Å) of the 6 atoms listed first:
1.9 0.7 -1.5
-0.3 -0.9 0.1
-0.2 0.2 0.3
-0.6 0.0 0.5
-0.6 -0.1 0.0
0.1 0.1 0.4

---

# 3
Entry from OMol25: a molecular structure, C9H34NO10Zr at a distorted geometry (ωB97M-V/def2-TZVPD).

HOMO energy: -16.057 eV
energy above the lowest of the compared OMol25 structures with the same formula, charge and spin: 0.0 kJ/mol
largest force on an atom: 9.465 eV/Å
HOMO-LUMO gap: 0.064 Eh
DFT total energy: -1216.26360 a.u.
total charge: +3

Last column: Mulliken charge in e.
Atoms and positions in Å:
Zr 1.04495 -4.83765 0.82628  2.0086
O -1.13692 -0.92525 -4.23367  -0.4937
O 2.03809 -4.41277 -1.28105  -0.4474
O -1.22318 -4.98359 1.60334  -0.4403
O 0.41146 -3.69352 -3.58210  -0.6705
O 0.03967 3.16182 1.15068  -0.3172
O -1.48516 -1.16232 3.40845  -0.4859
O 1.31084 -0.87121 3.33318  -0.5815
O 0.74133 -3.57871 2.72022  -0.4738
O 0.27667 -3.00800 0.13989  -0.2761
O -1.99028 1.58585 -3.30746  -0.5139
N 2.68230 3.04067 1.27943  -0.5623
C 0.64015 4.02150 0.15152  -0.5782
C -0.86342 0.10435 3.67878  -0.1782
C -0.05822 -1.76565 -0.39540  -0.1621
C 3.04533 4.65573 -0.54998  -1.3785
C -2.54822 -0.55459 -4.31045  -0.4478
C -2.75134 0.40767 -3.14006  -0.1785
C 0.54083 0.33051 3.17566  -0.0738
C -1.18224 2.59964 0.71947  -0.5882
C 2.12524 4.24556 0.58189  0.2697
H -3.81020 0.67685 -3.05746  0.4478
H 0.99591 1.29199 3.43454  0.4796
H -0.91611 1.74047 0.08631  0.1418
H 0.02691 4.92043 0.16391  0.3904
H -1.63310 -4.25971 2.10373  0.3161
H 2.03133 4.89044 1.46367  0.3573
H 1.59422 -0.94456 4.25475  0.3322
H 1.49896 -4.27709 -2.11962  0.3689
H -1.45879 -1.35800 2.46581  0.2228
H -1.43425 0.88676 3.17199  0.0649
H -2.54210 -0.16925 -2.22826  0.0322
H -0.04863 -4.14272 -4.30202  0.3246
H -0.16735 -1.77214 -1.48614  -0.1868
H 0.73457 -1.02701 -0.21088  0.3127
H -0.98828 -1.38530 0.03204  0.1985
H 2.96375 -4.27188 -1.54623  0.3445
H 3.23559 3.87003 -1.28300  0.3401
H -1.95199 -5.59584 1.39598  0.3339
H 4.00538 5.00913 -0.17866  0.3721
H 2.62776 5.47662 -1.13761  0.3819
H 2.76252 2.22797 0.66406  0.2878
H 0.59697 0.55665 2.09992  -0.1417
H 0.60815 3.37441 -0.73336  0.3639
H -0.01136 -2.82374 -3.53165  0.3289
H -0.93668 0.27995 4.74867  0.3846
H -1.79800 2.26645 1.55088  0.1729
H 0.52096 -2.60226 2.82350  0.4133
H -2.75368 -0.09386 -5.27270  0.2890
H 1.78729 2.86978 1.75230  0.2714
H -2.20255 2.19696 -2.59716  0.2813
H -1.77206 3.30344 0.12666  0.3841
H -3.10425 -1.44995 -4.04793  0.3206
H -0.70593 -0.06089 -4.17642  0.3016
H 0.58717 -3.96418 3.60175  0.3362

Cartesian forces (eV/Å) of the 6 atoms listed first:
-4.0 8.3 -2.2
-0.2 0.0 -0.1
-0.2 -0.8 0.8
0.7 -0.8 -0.5
0.2 -0.1 0.9
-0.3 0.3 0.8